128
Properties=species:S:1:pos:R:3 method="wB97M-V/def2-TZVPD" gap_ev="8.36 / 2.65" fmax_ha_per_bohr=0.06059 total_charge=+2 homo_energy_ha="-0.4736 / -0.4736" e_lumo_ha="-0.16626 / -0.37611" molar_mass_g_mol=1044.1 spin_multiplicity=2
Ba -2.02029 -1.30525 -2.63181
B -0.01876 -0.29664 -0.58497
F -0.15517 1.01094 -0.99479
F 0.91026 -0.42515 0.42666
F -1.28509 -0.76445 -0.22473
F 0.47118 -1.12000 -1.56648
C 5.08754 0.88390 0.93602
C 3.79919 0.80140 0.38080
C 3.61042 0.92889 -0.98674
C 4.77734 0.94635 -1.86332
C 6.06830 0.93471 -1.30201
C 6.16373 0.99500 0.06811
N 4.64713 0.88855 -3.29488
O 5.51959 0.34823 -3.94997
O 3.66331 1.46521 -3.76379
H 5.28069 0.83894 1.99765
H 2.92021 0.72949 1.00419
H 2.67093 0.82333 -1.50887
H 6.97734 0.92819 -1.88510
H 7.18211 1.03659 0.42530
C 1.33948 2.91659 3.14418
C 1.65289 3.82001 4.19614
C 0.75921 3.88951 5.29573
C -0.32448 3.03098 5.37191
C -0.61999 2.16313 4.34580
C 0.21603 2.04184 3.25917
N -1.16857 2.98801 6.61956
O -1.06202 3.95861 7.30540
O -1.97236 2.03886 6.76229
H 1.98868 2.85304 2.28341
H 2.57613 4.38029 4.20646
H 0.88342 4.63231 6.06982
H -1.45713 1.48090 4.33244
H 0.03714 1.30419 2.49088
C -1.22587 -2.21749 4.38251
C -2.31905 -1.99028 5.23738
C -3.29932 -1.06178 4.88356
C -3.23485 -0.36522 3.64708
C -2.15028 -0.55829 2.85098
C -1.17762 -1.47836 3.24780
N -4.28602 0.62043 3.28360
O -4.00107 1.64650 2.66276
O -5.40494 0.43780 3.78529
H -0.42837 -2.94101 4.46574
H -2.34551 -2.52415 6.17582
H -4.05052 -0.84687 5.62915
H -2.05442 -0.00995 1.92549
H -0.40384 -1.65494 2.51535
C -1.54457 -4.34181 0.07256
O -1.31329 -3.96450 -1.25435
C -0.99270 -5.12101 -2.10119
C -0.30652 -4.71334 -3.41062
O -0.98037 -3.62176 -4.01443
C -1.05164 -3.76708 -5.43614
H -0.59097 -4.69629 0.46385
H -2.33835 -5.08347 0.16182
H -1.90566 -3.46036 0.60243
H -1.88531 -5.70925 -2.31412
H -0.23098 -5.70945 -1.58970
H -0.27748 -5.66252 -3.94570
H 0.74138 -4.44059 -3.28570
H -1.81194 -4.50385 -5.69535
H -0.17435 -4.11022 -5.98453
H -1.26489 -2.80772 -5.90758
C 1.51305 -1.42594 -4.38142
O 0.40693 -0.58156 -4.48054
C 0.67294 0.83692 -4.36521
C -0.66613 1.47609 -4.77165
O -1.69760 1.13109 -3.83488
C -2.90377 1.78522 -4.10894
H 2.08978 -1.29013 -5.29631
H 1.25806 -2.46326 -4.16451
H 2.12278 -1.05761 -3.55640
H 1.43191 1.23563 -5.03832
H 0.90765 1.04594 -3.32150
H -0.98069 1.21401 -5.78182
H -0.56111 2.55946 -4.82987
H -3.69037 1.50168 -3.40968
H -3.21032 1.60282 -5.13893
H -2.79956 2.86985 -4.13731
C 2.71034 -4.37192 2.74354
O 2.15384 -3.43932 3.63849
C 2.50924 -2.09496 3.36904
C 4.01640 -1.75252 3.68396
O 4.92935 -2.20250 2.64826
C 6.29259 -2.03093 3.07893
H 3.70292 -4.64593 3.10104
H 2.88240 -4.01048 1.72971
H 2.06526 -5.24972 2.78159
H 1.88548 -1.45199 3.99002
H 2.23563 -1.78078 2.36180
H 4.18411 -2.13702 4.69001
H 4.01463 -0.67811 3.86765
H 6.51584 -2.81096 3.80681
H 6.47334 -1.01858 3.44029
H 6.90865 -2.08700 2.18146
C 2.02748 3.75094 -1.29152
O 1.28898 4.87933 -0.69000
C -0.07803 4.66546 -0.54213
C -0.87765 4.67280 -1.89355
O -0.86036 5.90295 -2.65479
C -1.69417 6.91141 -2.02304
H 2.15385 3.75802 -2.37415
H 1.61699 2.77187 -1.04450
H 3.09401 3.88938 -1.11423
H -0.41505 5.46212 0.12110
H -0.18691 3.70802 -0.03266
H -1.92598 4.45255 -1.69200
H -0.47788 3.89994 -2.55001
H -1.54127 7.80214 -2.63239
H -1.24981 7.21259 -1.07440
H -2.75053 6.67437 -1.89646
C -4.61391 -3.75459 -1.54564
O -4.07742 -2.44099 -1.29790
C -4.91945 -1.68593 -0.40317
C -5.05402 -0.22624 -0.91462
O -3.69679 0.26573 -1.03850
C -3.49722 1.69409 -0.74048
H -5.48335 -3.65137 -2.19491
H -4.92895 -4.17760 -0.59175
H -3.87742 -4.37762 -2.05311
H -4.64841 -1.63782 0.65149
H -5.92852 -2.09556 -0.44913
H -5.64973 0.24885 -0.13518
H -5.55058 -0.11853 -1.87894
H -4.39506 2.21338 -1.07561
H -2.59804 2.14822 -1.15682
H -3.38740 2.01494 0.29544